Entry 1:
A molecular structure, C3H5NO, computed with the ωB97M-V functional and the def2-TZVPD basis.

Positions of all 10 atoms, in Å:
C -1.007 0.651 -0.224
C 1.483 -0.478 0.475
C -0.339 -0.347 -0.944
N 0.893 -0.717 -0.654
O 2.540 -0.226 0.949
H -0.886 -0.990 -1.628
H 0.383 -0.328 1.371
H -0.501 1.594 -0.052
H -2.083 0.726 -0.331
H -0.481 0.115 1.038

**ΔE to the lowest compared entry with this formula, charge and spin**: 300.0 kJ/mol
**HOMO-LUMO gap**: 0.3558 hartree
**Maximum force**: 1.62 eV/Å
**HOMO**: -9.328 eV

---

Entry 2:
2 unconnected molecules or ions with the total composition C11H22BClNO9P2, computed with the ωB97M-V functional and the def2-TZVPD basis.

Positions of all 47 atoms, in Å:
C 3.336 0.212 -1.490
C 2.697 -0.859 -2.396
O 3.164 -0.985 -3.481
N 1.576 -1.601 -1.909
C 1.607 -2.999 -2.339
C 0.295 -0.939 -2.164
O 0.137 -0.424 -3.437
B -0.033 1.066 -3.447
P 1.386 1.694 -4.648
O 0.815 3.133 -5.335
Cl 1.443 0.280 -6.244
O 0.178 1.369 -2.015
C -0.149 0.274 -1.195
C -1.687 0.178 -1.035
C -2.207 1.496 -0.301
C -3.437 2.156 -0.966
O -3.489 1.397 0.314
P 0.627 0.407 0.495
O 1.446 -0.768 0.918
H 4.232 0.635 -1.967
H 2.616 1.050 -1.383
H 3.554 -0.164 -0.477
H 2.193 -3.186 -3.255
H 2.079 -3.605 -1.535
H 0.606 -3.434 -2.494
H -0.474 -1.710 -1.940
H -1.170 1.364 -3.764
H 1.514 3.500 -5.893
H -2.029 -0.657 -0.395
H -2.239 0.137 -1.984
H -1.448 2.172 0.139
H -3.969 1.617 -1.748
H -3.391 3.239 -0.833
H 1.328 1.647 0.541
H -0.418 0.545 1.461
C -2.063 -0.137 7.445
O -2.084 -0.361 6.039
C -0.892 -0.686 5.517
O 0.138 -0.794 6.133
O -1.049 -0.867 4.209
C 0.153 -1.222 3.507
H -3.077 0.117 7.747
H -1.755 -1.038 7.975
H -1.406 0.696 7.693
H 0.547 -2.168 3.878
H 0.898 -0.434 3.596
H -0.098 -1.343 2.461

**Total charge**: -1
**HOMO-LUMO gap**: 0.2421 hartree
**Maximum force**: 3.48 eV/Å
**HOMO**: -4.170 eV

---

Entry 3:
C6H13N in the gas phase, computed with the ωB97M-V functional and the def2-TZVPD basis.

Positions of all 20 atoms, in Å:
C 1.350 0.707 -0.821
C 1.248 0.904 0.818
C 0.499 -0.298 1.533
C -2.409 0.027 -0.910
C -1.577 -0.009 0.362
C -0.603 -0.900 0.716
N 1.855 -0.713 -1.239
H 2.023 1.463 -1.255
H 0.403 0.773 -1.331
H 0.796 1.867 1.065
H 2.271 0.870 1.160
H 0.022 -0.091 2.559
H 1.252 -1.078 1.875
H -3.428 -0.367 -0.779
H -1.834 -0.647 -1.617
H -2.393 1.042 -1.393
H -1.890 0.744 0.992
H -0.529 -1.867 0.180
H 1.842 -1.085 -0.343
H 1.101 -1.344 -1.569

**SMILES string**: C/C=C/CCCN
**ΔE to the lowest compared entry with this formula, charge and spin**: 233.0 kJ/mol
**HOMO-LUMO gap**: 0.3648 hartree
**Maximum force**: 2.92 eV/Å
**HOMO**: -8.856 eV

---

Entry 4:
A molecular structure, C19H18BrMnN6O5S, computed with the ωB97M-V functional and the def2-TZVPD basis.

Positions of all 51 atoms, in Å:
Mn 0.266 -1.127 0.465
N 0.048 3.423 -5.940
C 0.020 3.196 -4.553
C -1.088 3.577 -3.798
C -1.135 3.313 -2.439
C -0.074 2.670 -1.823
C 1.033 2.286 -2.565
C 1.080 2.544 -3.923
S -0.110 2.324 -0.080
O -1.093 3.202 0.502
O 1.249 2.413 0.380
N -0.534 0.774 0.021
C -1.701 0.301 -0.434
N -2.704 1.019 -0.962
C -3.779 0.337 -1.331
C -3.906 -1.036 -1.197
C -2.805 -1.700 -0.670
N -1.716 -1.061 -0.309
H -0.513 4.209 -6.230
H 0.981 3.489 -6.317
H -1.918 4.079 -4.283
H -1.989 3.597 -1.840
H 1.855 1.791 -2.064
H 1.943 2.240 -4.506
H -4.587 0.926 -1.758
H -4.802 -1.559 -1.496
H -2.796 -2.778 -0.544
N 2.140 -4.754 -0.131
C 1.673 -3.482 -0.150
O 0.948 -3.083 0.765
C 2.086 -2.576 -1.280
C 1.011 -1.497 -1.463
H 1.836 -5.366 0.607
H 2.650 -5.123 -0.910
H 2.354 -3.186 -2.157
H 3.013 -2.103 -0.933
H 0.206 -1.905 -2.089
H 1.435 -0.651 -2.012
Br 3.173 0.521 7.342
C 1.669 -0.200 6.429
C 0.606 -0.691 7.169
N -0.476 -1.210 6.596
C -0.516 -1.245 5.265
C 0.509 -0.779 4.450
C 1.635 -0.237 5.050
C 0.411 -0.867 2.951
O -0.653 -1.315 2.443
O 1.395 -0.504 2.267
H 0.631 -0.665 8.252
H -1.400 -1.664 4.803
H 2.439 0.134 4.429

**Total charge**: -1
**ΔE to the lowest compared entry with this formula, charge and spin**: 0.0 kJ/mol
**HOMO-LUMO gap (spin up / spin down)**: 0.2552 / 0.2291 hartree
**Maximum force**: 0.67 eV/Å
**2S+1**: 2
**<S²>**: 0.9800
**HOMO (spin up / spin down)**: -4.354 / -3.642 eV

---

Entry 5:
2 unconnected molecules or ions with the total composition C2H8N2O2, computed with the ωB97M-V functional and the def2-TZVPD basis.

Positions of all 14 atoms, in Å:
C 0.113 -2.430 -1.742
N -0.105 -0.947 -1.628
C -0.126 -0.232 -0.469
N -0.174 1.136 -0.598
O -0.048 -0.756 0.638
H 0.860 -2.595 -0.889
H 0.666 -2.695 -2.625
H -0.850 -2.846 -1.526
H 0.076 -0.483 -2.505
H -0.903 1.504 -1.193
H -0.373 1.464 0.339
H -0.361 2.331 3.711
H 1.024 2.935 3.617
O 0.319 2.571 3.072

**SMILES string**: CNC(N)=O.O
**ΔE to the lowest compared entry with this formula, charge and spin**: 64.4 kJ/mol
**HOMO-LUMO gap**: 0.3829 hartree
**Maximum force**: 4.42 eV/Å
**HOMO**: -9.523 eV

---

Entry 6:
12 unconnected molecules or ions with the total composition H25O12, computed with the ωB97M-V functional and the def2-TZVPD basis.

Positions of all 37 atoms, in Å:
O -0.623 1.004 4.464
H 1.754 -0.027 -0.081
H -3.025 -1.215 -1.772
O -0.992 0.547 -0.691
H -1.327 1.452 -0.151
H -2.017 0.321 -0.942
O -1.014 2.801 0.288
H 0.734 3.954 -3.451
O 2.910 3.290 0.357
H -1.653 3.314 -0.238
H 2.741 3.987 -0.278
O 2.451 -2.586 2.768
H 2.886 -2.949 1.970
H 1.528 -2.938 2.858
O 1.501 -0.541 0.724
H 0.326 -2.613 -1.690
H 2.105 -0.154 1.385
O -3.226 -0.325 -1.356
H -3.731 -0.088 -2.147
H -0.172 1.042 3.605
O -0.181 -3.074 1.744
H -0.940 -0.297 -0.210
H -0.954 -3.015 2.329
O 0.197 3.828 -2.670
H -0.211 3.016 -0.230
H -0.296 4.627 -2.477
O 2.647 0.608 -1.680
H 2.907 0.043 -2.418
H 3.536 0.912 -1.433
O -0.470 -2.830 -1.175
H 2.292 2.592 0.541
H -1.285 1.662 4.220
O -3.064 -2.867 -2.263
H -0.673 -3.197 0.919
H -2.636 -3.488 -1.666
H 0.106 -3.273 -0.527
H -2.379 -2.533 -2.855

**Total charge**: +2
**ΔE to the lowest compared entry with this formula, charge and spin**: 275.9 kJ/mol
**HOMO-LUMO gap (spin up / spin down)**: 0.3682 / 0.1048 hartree
**Maximum force**: 2.49 eV/Å
**2S+1**: 2
**<S²>**: 0.7566
**HOMO (spin up / spin down)**: -16.536 / -16.490 eV

---

Entry 7:
A gas-phase ion, C4H12N3 (charge +1), computed with the ωB97M-V functional and the def2-TZVPD basis.

Positions of all 19 atoms, in Å:
C -1.507 0.260 1.131
C 0.683 -0.614 -1.881
C 1.734 0.777 -0.084
C 0.713 -0.307 -0.376
N -2.725 0.665 1.375
N 0.756 -1.335 0.536
N -0.879 0.479 0.056
H -1.179 -0.694 1.678
H -0.319 -0.983 -2.102
H 0.938 0.242 -2.470
H 1.444 -1.240 -2.238
H 1.387 1.485 0.775
H 1.929 1.381 -0.982
H 2.729 0.266 0.235
H -3.119 0.402 2.294
H -3.012 1.553 1.056
H 1.170 -0.998 1.420
H 0.647 -2.318 0.283
H -1.391 0.978 -0.709

**SMILES string**: CC(C)(N)/[NH+]=C/N
**Total charge**: +1
**ΔE to the lowest compared entry with this formula, charge and spin**: 176.8 kJ/mol
**HOMO-LUMO gap**: 0.4156 hartree
**Maximum force**: 3.87 eV/Å
**HOMO**: -14.223 eV

---

Entry 8:
2 unconnected molecules or ions with the total composition C7H16NO, computed with the ωB97M-V functional and the def2-TZVPD basis.

Positions of all 25 atoms, in Å:
C 0.865 1.018 1.047
C 1.222 -0.291 1.705
C -0.788 0.642 -0.743
C -0.663 0.227 -3.179
C -1.441 1.604 1.352
C 0.959 -2.704 1.169
C -0.100 -0.181 -1.764
N -0.490 1.180 0.362
O 0.778 -1.335 0.786
H 0.823 1.789 1.675
H 1.635 1.231 0.149
H 2.281 -0.322 1.943
H 0.776 -0.256 2.678
H -2.280 1.543 -1.355
H -0.051 -0.308 -3.806
H -0.632 1.290 -3.470
H -1.602 -0.336 -3.286
H -1.472 1.004 2.178
H -1.049 2.588 1.574
H -2.287 1.720 0.717
H 0.182 -3.327 0.653
H 2.003 -3.057 0.801
H 0.772 -2.719 2.307
H 0.906 0.276 -1.798
H -0.347 -1.278 -1.695

**Total charge**: +1
**ΔE to the lowest compared entry with this formula, charge and spin**: 602.5 kJ/mol
**HOMO-LUMO gap**: 0.3356 hartree
**Maximum force**: 6.87 eV/Å
**HOMO**: -13.798 eV

---

Entry 9:
C5H3NO in the gas phase, computed with the ωB97M-V functional and the def2-TZVPD basis.

Positions of all 10 atoms, in Å:
C 2.433 -0.660 -0.231
C 1.275 -0.333 -0.162
C -0.079 0.113 -0.064
C -0.440 1.547 -0.055
O -1.576 1.951 0.048
N -2.089 -1.437 -0.017
C -1.111 -0.728 0.003
H 3.458 -0.954 -0.302
H 0.425 2.225 -0.174
H -2.408 -1.818 0.870

**SMILES string**: C#CC(=C=N)C=O
**ΔE to the lowest compared entry with this formula, charge and spin**: 224.1 kJ/mol
**HOMO-LUMO gap**: 0.3464 hartree
**Maximum force**: 0.84 eV/Å
**HOMO**: -9.132 eV

---

Entry 10:
A molecular structure, C38H40HgN6, computed with the ωB97M-V functional and the def2-TZVPD basis.

Positions of all 85 atoms, in Å:
Hg -0.746 -0.967 -1.140
N 1.248 -3.502 2.740
N -0.669 -3.369 -3.090
C 1.403 2.053 -0.749
C 2.513 1.197 -0.506
C 2.485 0.820 0.870
C 3.293 -0.220 1.521
H 4.236 -0.373 0.980
H 2.695 -1.207 1.635
H 3.497 0.056 2.562
C 1.372 1.465 1.476
C 0.953 1.275 2.878
H 1.830 1.192 3.531
H 0.379 0.345 2.987
H 0.336 2.112 3.225
C 0.676 2.193 0.470
C -0.632 2.858 0.660
H -1.457 2.128 0.724
H -0.836 3.548 -0.167
H -0.638 3.437 1.594
C 3.490 0.726 -1.507
H 4.378 1.376 -1.519
H 3.063 0.735 -2.517
H 3.829 -0.291 -1.279
C 1.056 2.629 -2.068
H 0.132 3.212 -2.017
H 0.924 1.845 -2.828
H 1.860 3.292 -2.422
C 0.445 -4.208 3.498
H 0.845 -4.308 4.525
C -0.788 -4.740 3.015
H -1.365 -5.267 3.763
C -1.210 -4.573 1.684
H -2.139 -5.060 1.320
C -0.413 -3.741 0.888
H -0.483 -3.776 -0.199
C 0.719 -3.052 1.526
C 1.194 -1.788 1.274
H 1.526 -1.665 0.196
C -0.956 -2.044 -3.215
C 0.616 -3.371 -3.583
H 1.432 -3.854 -3.072
C 0.692 -2.570 -4.700
H 1.180 -2.775 -5.681
N -0.235 -1.560 -4.368
C -0.369 -0.294 -4.954
C 0.766 0.323 -5.517
C 0.656 1.611 -6.054
H 1.557 2.082 -6.471
C -0.548 2.321 -6.035
C -0.705 3.617 -6.765
H -1.253 4.340 -6.164
H -1.268 3.482 -7.691
H 0.261 4.039 -7.030
C -1.619 1.760 -5.320
H -2.518 2.375 -5.163
C -1.563 0.455 -4.811
C -2.755 -0.054 -4.078
H -2.618 -1.103 -3.739
H -3.661 0.037 -4.707
H -2.954 0.556 -3.178
C 2.110 -0.293 -5.353
H 2.175 -1.312 -5.755
H 2.424 -0.308 -4.292
H 2.846 0.320 -5.892
N 0.160 1.568 10.057
C -0.186 1.373 8.957
C -0.651 1.063 7.634
C -1.532 1.921 6.964
C -2.159 1.497 5.795
C -1.880 0.225 5.288
C -1.010 -0.642 5.957
C -0.288 -0.158 7.051
N -2.355 -0.099 4.001
C -2.306 -1.333 3.367
C -2.590 -1.107 2.045
N -2.726 0.247 1.826
C -2.646 0.832 3.014
H -1.724 2.920 7.352
H -2.883 2.136 5.289
H -0.872 -1.664 5.609
H 0.545 -0.729 7.463
H -2.143 -2.264 3.890
H -2.668 -1.829 1.241
H -2.776 1.881 3.253

**Total charge**: -2
**HOMO-LUMO gap (spin up / spin down)**: 0.1421 / 0.1556 hartree
**Maximum force**: 4.76 eV/Å
**HOMO (spin up / spin down)**: -0.137 / -0.503 eV

---

Entry 11:
5 unconnected molecules or ions with the total composition C35H81FN7O9S, computed with the ωB97M-V functional and the def2-TZVPD basis.

Positions of all 134 atoms, in Å:
C 2.028 -0.187 -2.456
C 1.579 -0.316 -4.035
S 2.879 0.546 -5.069
C 2.214 2.193 -5.770
C 2.468 3.467 -4.777
C 1.332 3.717 -3.657
C 0.008 2.819 -3.614
C -1.371 3.763 -3.530
C -2.629 3.117 -4.382
N -2.303 2.830 -5.843
C -2.640 1.355 -6.076
N -1.663 0.362 -6.220
N -4.087 0.830 -6.191
C 2.331 4.785 -5.803
C 0.868 4.888 -6.533
O 0.002 5.799 -6.012
F 0.422 4.125 -7.729
H 1.831 0.870 -1.988
H 3.180 -0.497 -2.422
H 1.476 -0.990 -1.781
H 1.657 -1.478 -4.297
H 0.472 -0.009 -4.257
H 1.116 2.096 -6.190
H 2.891 2.386 -6.735
H 1.005 4.864 -3.730
H 1.865 3.637 -2.591
H -0.199 2.053 -4.459
H 0.009 2.202 -2.592
H -1.722 3.754 -2.389
H -1.187 4.866 -3.884
H -3.004 2.105 -3.880
H -3.534 3.885 -4.358
H -2.926 3.424 -6.468
H -0.718 0.801 -6.165
H -3.992 0.060 -6.917
H -4.237 0.314 -5.281
H 3.136 4.619 -6.659
H 2.638 5.771 -5.243
C 2.397 3.034 4.415
O 3.122 1.911 3.928
C 2.800 0.694 4.611
C 2.021 -0.254 3.685
N 0.666 0.243 3.428
C -0.030 -0.476 2.354
C 0.574 -0.393 0.937
O 0.512 0.911 0.355
C 1.578 1.774 0.723
H 2.829 3.935 3.973
H 1.349 2.978 4.119
H 2.475 3.114 5.506
H 2.263 0.873 5.549
H 3.754 0.220 4.864
H 1.958 -1.243 4.153
H 2.590 -0.348 2.756
H 0.714 1.226 3.172
H -1.044 -0.062 2.311
H -0.134 -1.529 2.641
H -0.035 -1.034 0.290
H 1.591 -0.798 0.886
H 2.514 1.234 0.900
H 1.299 2.355 1.604
H 1.740 2.483 -0.092
C 8.813 -2.534 7.509
O 9.026 -2.794 6.126
C 8.799 -4.161 5.768
C 7.531 -4.290 4.909
N 6.321 -4.044 5.701
C 5.107 -3.897 4.888
C 5.050 -2.707 3.908
O 4.998 -1.430 4.547
C 6.264 -0.902 4.915
H 9.180 -1.527 7.726
H 7.751 -2.569 7.751
H 9.365 -3.244 8.135
H 8.762 -4.819 6.644
H 9.658 -4.469 5.163
H 7.484 -5.300 4.486
H 7.616 -3.575 4.087
H 6.445 -3.193 6.243
H 4.274 -3.791 5.594
H 4.934 -4.828 4.337
H 4.111 -2.796 3.350
H 5.846 -2.739 3.156
H 7.061 -1.203 4.228
H 6.508 -1.198 5.937
H 6.195 0.188 4.904
C -2.444 -7.975 -1.128
O -1.902 -6.916 -1.910
C -2.905 -6.119 -2.549
C -2.966 -4.720 -1.915
N -3.527 -4.771 -0.561
C -3.372 -3.517 0.187
C -1.935 -3.049 0.494
O -1.231 -3.894 1.406
C -0.600 -5.015 0.805
H -1.622 -8.632 -0.830
H -2.915 -7.588 -0.224
H -3.165 -8.565 -1.705
H -3.886 -6.606 -2.549
H -2.592 -6.010 -3.593
H -3.591 -4.070 -2.538
H -1.951 -4.317 -1.906
H -3.068 -5.512 -0.038
H -3.890 -3.661 1.143
H -3.907 -2.720 -0.342
H -2.015 -2.077 0.995
H -1.345 -2.869 -0.411
H -0.261 -4.810 -0.215
H -1.276 -5.874 0.818
H 0.270 -5.282 1.409
C -9.002 4.211 -0.190
O -7.953 4.819 0.556
C -7.518 4.026 1.666
C -6.108 3.470 1.412
N -6.120 2.438 0.369
C -4.781 2.058 -0.097
C -3.935 3.148 -0.788
O -4.454 3.573 -2.049
C -5.453 4.580 -1.968
H -9.391 4.951 -0.894
H -8.630 3.360 -0.760
H -9.821 3.895 0.466
H -8.229 3.229 1.910
H -7.472 4.700 2.527
H -5.720 3.037 2.340
H -5.469 4.310 1.128
H -6.649 2.777 -0.429
H -4.923 1.240 -0.813
H -4.216 1.643 0.746
H -2.957 2.705 -1.006
H -3.734 4.005 -0.136
H -5.305 5.251 -1.117
H -6.443 4.119 -1.924
H -5.415 5.173 -2.885

**Total charge**: -1
**HOMO-LUMO gap**: 0.1606 hartree
**Maximum force**: 8.71 eV/Å
**HOMO**: -2.428 eV

---

Entry 12:
A gas-phase ion, C3H4NO (charge +1), computed with the ωB97M-V functional and the def2-TZVPD basis.

Positions of all 9 atoms, in Å:
C 1.726 -0.113 0.592
C -1.036 0.343 0.015
C -0.131 -0.618 -0.672
N 2.466 0.462 1.229
O 1.024 -0.888 -0.230
H -1.055 0.264 1.153
H -0.526 1.232 -0.185
H -1.943 0.583 -0.487
H -0.526 -1.265 -1.415

**Total charge**: +1
**ΔE to the lowest compared entry with this formula, charge and spin**: 334.8 kJ/mol
**HOMO-LUMO gap (spin up / spin down)**: 0.3429 / 0.2338 hartree
**Maximum force**: 10.44 eV/Å
**2S+1**: 3
**<S²>**: 2.0155
**HOMO (spin up / spin down)**: -13.985 / -18.654 eV